Entry from the Open Molecules 2025 dataset: a single C6H8O2S2 molecule (ωB97M-V/def2-TZVPD).

Summary:
Gap between HOMO and LUMO = 0.28620 Eh
Spin multiplicity = 1
E_tot = -32114.3334 eV
HOMO level = -8.4637 eV
Structure (SMILES) = CC(=O)/C(SC=S)=C(/C)O
Total charge = 0

```
18
Properties=species:S:1:pos:R:3:forces:R:3:nbo_charge:R:1
C -0.627 -0.115 -0.174 4.2 2.7 -0.1 -0.323
C -1.017 -1.417 0.199 -1.3 -0.3 0.1 0.511
C -1.091 1.084 0.406 -0.3 -2.4 -1.0 0.494
C 3.038 0.531 -0.858 -2.8 -0.4 0.8 -0.372
C -0.269 -2.662 -0.179 0.5 -1.8 -0.3 -0.718
C -0.530 2.411 0.163 -1.0 0.5 -0.6 -0.691
O -2.157 1.050 1.176 0.4 0.7 0.3 -0.629
O -2.084 -1.458 0.835 0.1 -0.9 0.4 -0.622
S 3.947 0.470 0.401 0.5 -0.1 1.0 0.174
S 1.034 0.003 -1.183 0.1 0.4 -0.8 -0.038
H 0.767 -2.689 0.218 -0.6 0.3 -0.1 0.249
H -0.799 -3.561 0.214 0.2 0.9 0.0 0.239
H -0.139 -2.903 -1.270 -0.3 0.9 0.8 0.255
H -1.341 3.145 0.257 0.2 -0.1 -0.3 0.243
H 0.062 2.480 -0.737 -0.3 0.0 -0.4 0.258
H 0.147 2.629 0.930 1.1 0.3 1.5 0.247
H -2.314 0.103 1.406 -0.3 -0.4 -0.4 0.521
H 3.374 0.899 -1.803 -0.4 -0.1 -0.9 0.203
```
Forces are in eV/Å.



Entry from the Open Molecules 2025 dataset: a molecular structure, C5H9CuO3 (ωB97M-V/def2-TZVPD).

Summary:
Gap between HOMO and LUMO (spin up / spin down) = 0.35952 / 0.31918 Eh
Spin multiplicity = 2
E_tot = -56104.2490 eV
Expectation value of S² = 0.756
HOMO level (spin up / spin down) = -13.8535 / -14.8633 eV
Total charge = +1

```
18
Properties=species:S:1:pos:R:3:forces:R:3:lowdin_spin:R:1
H -1.732 1.106 4.718 -0.1 0.1 -0.2 0.000
O -1.787 0.473 1.724 -1.0 0.6 1.8 0.028
C -1.342 1.123 2.667 0.2 0.2 0.1 0.002
H -0.275 1.414 2.664 -0.2 -0.1 0.0 0.000
H -2.049 2.639 3.921 -0.1 -0.2 0.0 0.000
C -2.164 1.550 3.807 -0.1 0.1 0.1 0.000
H -3.214 1.268 3.686 0.3 0.1 0.1 0.000
C 0.118 -0.468 -1.183 3.0 0.0 0.0 0.215
O 0.621 0.481 -0.520 -1.1 -1.0 -1.2 0.310
Cu -1.059 -0.227 0.266 0.5 -0.7 -1.6 0.350
O 0.862 -1.072 -2.084 -0.8 1.1 0.9 0.078
C 0.664 -2.442 -2.495 -0.4 -0.9 -0.3 0.007
C -0.417 -2.586 -3.544 -0.1 0.1 -0.1 0.003
H 0.456 -3.056 -1.612 0.0 0.2 -0.1 0.003
H 1.638 -2.750 -2.895 -0.2 0.3 0.2 0.002
H -1.404 -2.329 -3.136 0.2 -0.1 -0.1 0.002
H -0.448 -3.630 -3.886 0.0 0.3 0.1 0.000
H -0.208 -1.950 -4.414 -0.1 -0.2 0.3 0.000
```
Forces are in eV/Å.



Entry from the Open Molecules 2025 dataset: a gas-phase ion, C3H4ClN2O2S2 (charge -1) (ωB97M-V/def2-TZVPD).

Summary:
Gap between HOMO and LUMO (spin up / spin down) = 0.27332 / 0.27329 Eh
Spin multiplicity = 1
E_tot = -44442.8023 eV
HOMO level (spin up / spin down) = -4.2044 / -4.2037 eV
Total charge = -1

```
14
Properties=species:S:1:pos:R:3:forces:R:3:nbo_charge:R:1
C 1.795 -0.827 -1.233 -0.5 -0.3 0.4 0.007
C 1.610 0.247 -2.177 0.1 -0.7 0.1 -0.837
C -1.189 -0.011 0.279 -3.1 -0.7 -2.4 -0.410
N 0.777 -1.125 -0.454 1.6 2.1 -1.3 -0.287
N -0.177 -0.123 -0.740 -0.1 -1.0 0.7 -0.544
O 0.573 2.426 -1.161 0.0 0.8 0.7 -0.964
O 1.549 1.639 -4.179 0.7 -0.1 -0.7 -0.935
S 0.164 1.197 -1.824 0.0 -1.3 0.2 1.436
S 2.499 0.745 -3.483 -0.8 0.8 0.9 1.348
Cl 3.938 2.420 -2.522 0.1 -0.4 -0.2 -0.588
H 2.737 -1.341 -1.119 -0.1 -0.4 -0.1 0.195
H -1.437 1.048 0.389 0.1 -0.2 0.8 0.208
H -2.173 -0.491 -0.169 1.3 0.9 0.8 0.154
H -1.057 -0.617 1.169 0.8 0.5 0.2 0.217
```
Forces are in eV/Å.



Entry from the Open Molecules 2025 dataset: a single C10H9IN2O3 molecule (ωB97M-V/def2-TZVPD).

Summary:
Gap between HOMO and LUMO = 0.32998 Eh
Spin multiplicity = 1
E_tot = -27735.8443 eV
HOMO level = -9.2218 eV
Structure (SMILES) = O=C(NO)[C@@H]1COC(c2ccc(I)cc2)=N1
Total charge = 0

```
25
Properties=species:S:1:pos:R:3:forces:R:3:nbo_charge:R:1
O -3.594 -1.232 -2.221 0.6 1.2 1.3 -0.615
I 4.636 0.353 4.077 -1.1 0.4 -1.3 0.134
N -1.271 0.663 -0.024 -1.5 -0.4 -0.7 -0.469
O -2.812 -3.198 -0.618 1.6 -0.3 2.6 -0.557
O 0.086 0.445 -1.805 1.5 0.8 1.2 -0.478
C -2.718 -0.943 -1.404 1.1 -2.9 -0.8 0.629
C -0.082 0.590 -0.463 -1.4 -1.2 0.4 0.532
C 1.876 0.970 2.744 -1.5 1.7 1.5 -0.278
C 3.404 0.124 1.115 -1.9 0.3 1.7 -0.245
C 0.831 0.913 1.797 0.5 0.0 1.1 -0.126
C 2.304 0.064 0.165 1.3 0.9 3.5 -0.150
C 3.147 0.593 2.478 1.2 -1.6 -2.1 -0.088
C 0.953 0.450 0.513 4.8 0.1 -0.3 -0.146
N -2.057 -2.033 -0.763 -0.8 2.6 -1.0 -0.335
C -1.102 0.991 -2.310 -1.9 0.4 -0.1 -0.075
C -2.158 0.483 -1.210 3.4 -1.0 -0.9 -0.183
H -3.394 -3.394 -1.331 -0.3 0.9 -1.7 0.498
H 1.634 1.511 3.712 0.2 -1.1 -1.1 0.231
H 4.433 -0.236 1.001 -0.6 0.1 -0.9 0.233
H -0.100 1.236 2.178 -1.0 0.4 0.0 0.234
H 2.623 -0.272 -0.756 0.0 -0.6 -2.1 0.220
H -1.376 -1.813 -0.011 -1.3 -0.8 -0.4 0.403
H -1.152 0.636 -3.306 -0.7 -0.7 -0.9 0.211
H -1.073 2.121 -2.419 0.0 -1.1 0.8 0.189
H -3.039 0.978 -1.140 -2.3 2.3 0.1 0.231
```
Forces are in eV/Å.



Entry from the Open Molecules 2025 dataset: a molecular structure, C25H54F3InNO22P4 (ωB97M-V/def2-TZVPD).

Summary:
Gap between HOMO and LUMO = 0.11128 Eh
Spin multiplicity = 1
E_tot = -123803.3495 eV
HOMO level = -5.0866 eV
Total charge = -1

```
110
Properties=species:S:1:pos:R:3:forces:R:3:lowdin_charge:R:1
C 5.130 1.318 -1.217 -0.8 -0.2 -0.3 0.003
C 3.956 0.423 -1.860 -3.2 0.4 1.9 -0.364
O 2.847 0.380 -1.247 4.3 -0.1 -3.1 0.001
O 4.101 -0.355 -3.039 0.4 2.2 1.4 -0.082
C 4.596 0.419 -4.166 0.7 0.6 -1.7 -0.202
C 3.523 1.481 -4.752 0.4 -1.0 -0.8 -0.241
C 2.095 0.780 -4.973 0.2 -0.2 -0.9 -0.263
In 0.336 1.960 -4.195 -0.2 -1.8 0.7 0.838
C -1.448 0.509 -4.177 0.0 -0.1 -0.1 -0.242
C -2.453 0.760 -2.934 -0.6 -1.4 -0.8 -0.166
C -3.639 1.780 -3.296 1.0 0.0 0.1 -0.375
F -3.673 2.793 -2.269 -0.8 -2.0 -2.2 0.018
F -4.893 1.077 -3.377 2.5 2.2 0.3 0.025
F -3.463 2.468 -4.520 -0.8 -1.4 2.8 0.057
C 0.619 2.846 -2.141 -0.1 2.3 0.9 -0.148
C 1.827 3.913 -2.053 1.3 -3.9 3.7 -0.406
O 2.811 3.558 -1.336 -3.0 2.4 -3.3 0.019
O 1.715 5.177 -2.718 1.7 -1.3 -0.9 0.032
C 2.866 5.497 -3.498 3.6 0.8 -0.8 -0.384
C 2.619 5.925 -5.045 -1.2 0.7 1.5 0.009
O 4.050 5.528 -3.102 -4.4 -0.5 -0.6 0.057
O -0.256 3.546 -5.478 2.3 -1.4 -4.9 -0.261
C 0.131 3.124 -6.767 -3.2 0.6 -0.7 -0.435
N 0.075 2.818 -7.941 1.0 1.2 5.1 0.059
H 6.021 0.634 -1.025 -1.0 1.1 -0.4 0.091
H 4.708 1.747 -0.233 0.6 -1.0 -1.7 0.101
H 5.371 2.229 -1.870 -0.2 -1.5 0.8 0.090
H 4.806 -0.339 -5.012 -0.5 1.0 1.5 0.132
H 5.620 0.910 -3.949 -1.6 -0.7 0.0 0.122
H 3.921 1.751 -5.807 -0.4 -0.3 1.7 0.113
H 3.491 2.461 -4.168 0.1 -1.4 -0.4 0.085
H 1.917 0.627 -6.108 0.4 0.3 1.8 0.043
H 2.019 -0.274 -4.516 0.3 1.7 -0.4 0.040
H -1.963 0.575 -5.208 0.5 -0.1 1.8 0.055
H -1.030 -0.567 -4.126 -0.7 1.7 0.2 0.035
H -1.918 1.027 -1.947 -0.9 0.1 -1.8 0.111
H -2.967 -0.256 -2.720 0.5 1.7 -0.3 0.099
H -0.348 3.405 -1.851 1.3 -0.7 -0.7 0.058
H 0.744 2.032 -1.331 0.4 1.5 -1.4 0.058
H 3.265 5.326 -5.764 -1.0 0.7 1.2 0.094
H 2.903 7.044 -5.101 -0.3 -1.8 0.1 0.091
H 1.497 5.857 -5.236 1.6 -0.2 -0.2 0.079
C -5.542 5.043 -1.934 0.7 -0.1 -0.4 -0.142
O -6.487 6.032 -1.531 -3.3 2.1 0.8 -0.339
P -5.898 7.479 -0.817 9.4 -3.8 -0.7 0.747
O -4.624 7.504 -1.650 -1.6 0.7 0.0 -0.259
O -5.630 6.694 0.610 -1.5 0.9 0.2 -0.251
C -6.599 5.773 1.103 -0.1 -0.3 0.2 -0.127
O -5.457 8.968 -0.072 -3.4 -0.1 -0.8 -0.251
C -6.527 9.644 0.581 0.0 0.2 0.4 -0.158
H -6.083 4.104 -2.077 -0.3 0.2 0.1 0.091
H -5.085 5.323 -2.883 0.1 0.0 0.2 0.090
H -4.776 4.891 -1.172 0.0 0.2 -0.1 0.083
H -6.278 4.755 0.877 -0.1 0.0 -0.1 0.087
H -7.587 5.948 0.670 0.1 -0.2 0.1 0.083
H -6.670 5.883 2.187 0.1 0.1 -0.1 0.085
H -6.923 9.031 1.396 -0.1 0.1 0.1 0.077
H -7.323 9.865 -0.135 -0.1 0.2 0.2 0.076
H -6.150 10.581 0.993 0.0 -0.1 -0.1 0.085
C -4.120 -4.264 -1.406 -0.3 0.4 -0.4 -0.146
O -2.806 -4.027 -0.922 2.8 0.2 2.5 -0.342
P -1.576 -3.655 -2.064 -6.8 -1.0 -7.6 0.776
O -2.559 -2.930 -2.973 0.7 0.6 1.1 -0.264
O -1.492 -5.245 -2.501 1.4 0.2 1.1 -0.253
C -1.477 -6.254 -1.495 0.0 -0.3 0.1 -0.127
O -0.332 -3.282 -3.197 0.9 0.2 3.4 -0.244
C 0.982 -3.412 -2.675 0.7 -0.1 -0.1 -0.140
H -4.682 -4.766 -0.614 0.3 0.0 0.2 0.088
H -4.614 -3.319 -1.632 0.1 -0.1 -0.2 0.084
H -4.108 -4.908 -2.288 0.1 0.2 -0.1 0.088
H -2.474 -6.687 -1.401 0.0 0.0 0.1 0.083
H -1.157 -5.862 -0.526 -0.1 -0.2 -0.1 0.085
H -0.783 -7.042 -1.796 0.0 0.1 -0.1 0.086
H 1.172 -4.448 -2.375 0.1 0.0 0.0 0.077
H 1.105 -2.749 -1.816 0.3 0.0 -0.1 0.077
H 1.699 -3.129 -3.447 -0.1 0.0 0.0 0.092
C 2.202 -0.769 1.175 0.7 -0.3 -0.5 -0.133
O 2.304 -0.148 2.454 -0.6 2.1 3.5 -0.326
P 3.583 -0.630 3.494 2.5 -6.8 -7.2 0.751
O 4.562 -0.888 2.356 -0.3 1.2 1.2 -0.271
O 2.781 -2.019 3.880 -0.1 1.2 1.3 -0.256
C 1.378 -1.979 4.133 -0.5 -0.2 0.2 -0.115
O 4.802 -1.023 4.647 -1.8 2.8 0.9 -0.258
C 4.527 -0.579 5.972 0.1 -0.2 0.4 -0.160
H 1.199 -0.576 0.786 0.0 0.3 0.3 0.097
H 2.925 -0.334 0.487 -0.3 -0.3 0.5 0.046
H 2.346 -1.851 1.247 0.1 0.0 0.1 0.089
H 0.841 -2.320 3.247 0.0 0.1 0.0 0.087
H 1.040 -0.975 4.402 -0.1 -0.2 -0.1 0.084
H 1.149 -2.655 4.960 0.2 -0.1 -0.1 0.078
H 3.618 -1.056 6.353 0.0 0.0 0.1 0.076
H 4.408 0.507 5.986 0.1 0.0 0.3 0.077
H 5.366 -0.852 6.614 0.0 0.0 -0.1 0.083
C -1.349 -6.681 7.931 -0.4 0.3 -0.4 -0.142
O -0.058 -6.372 8.438 2.8 0.5 2.5 -0.342
P 1.178 -5.963 7.317 -6.5 -1.8 -7.7 0.760
O 0.197 -5.297 6.361 0.8 0.7 1.2 -0.269
O 1.350 -7.556 6.919 1.3 0.3 1.1 -0.252
C 1.375 -8.543 7.947 0.0 -0.4 0.2 -0.124
O 2.457 -5.571 6.233 0.9 0.5 3.4 -0.247
C 3.762 -5.638 6.804 0.5 -0.1 -0.2 -0.146
H -1.904 -7.194 8.720 0.3 0.1 0.2 0.090
H -1.883 -5.764 7.677 0.1 -0.2 -0.2 0.084
H -1.288 -7.339 7.062 0.1 0.2 -0.1 0.089
H 0.396 -9.019 8.015 0.0 0.0 0.1 0.085
H 1.643 -8.117 8.917 -0.1 -0.2 -0.1 0.084
H 2.115 -9.303 7.687 0.0 0.1 -0.1 0.088
H 3.981 -6.657 7.135 0.1 0.0 0.0 0.078
H 3.836 -4.950 7.650 0.2 0.0 -0.1 0.077
H 4.490 -5.346 6.046 -0.1 0.0 0.0 0.092
```
Forces are in eV/Å.